# C3H3NO

An isolated molecule of C3H3NO (ωB97M-V with the def2-TZVPD basis set, OMol25).

total energy	-6692.427	eV
largest force on an atom	0.0144	hartree/bohr

Structure (ORCA input):
```
! RIJCOSX wB97M-V def2-TZVPD def2/J DEFGRID3
* xyz 0 1
O 0.606 1.262 -0.611
C -0.488 0.673 0.129
C -0.658 -0.711 -0.296
N 0.475 -1.087 -0.851
C 0.926 0.048 -0.075
H -1.049 1.281 0.828
H -1.424 -1.364 0.118
H 1.600 -0.115 0.758
*
```

Atom charges from the Mulliken analysis, given in e for atoms 1 to 4: -0.3838 -0.3740 0.0117 -0.6255